No. 1
164
Properties=species:S:1:pos:R:3:forces:R:3 method="wB97M-V/def2-TZVPD" max_force_ha_per_bohr=0.08408 orbital_gap_ev=6.3
C -1.42258 -4.54143 -2.69365 -0.32 0.09 0.62
C -2.62776 -4.53156 -3.61550 0.80 -0.49 -0.61
O -2.44112 -5.58795 -4.57153 -0.52 -0.16 -0.10
C -2.81741 -3.20607 -4.39990 0.77 -0.63 -0.17
O -1.79480 -2.25505 -4.05142 -0.77 0.73 0.44
Si -2.33209 -1.03391 -3.08711 -0.44 -1.03 -1.07
O -3.54759 -1.63574 -2.12780 0.66 0.62 -0.07
O -2.81939 0.15997 -4.09528 0.12 0.64 1.62
Si -3.22122 1.70831 -3.51959 -0.21 -0.50 -1.73
C -3.23004 2.02345 -1.67042 -0.32 -0.05 -0.23
C -4.28785 1.26865 -0.80805 1.77 -0.10 0.38
C -4.73698 2.22202 0.26914 2.32 -2.39 -0.20
O -5.77036 2.73332 0.31390 -3.69 2.25 -0.09
O -3.82780 2.45613 1.25742 0.40 0.04 0.52
C -2.16363 2.94705 -4.50252 -0.12 0.26 0.88
C -1.46650 4.04036 -3.63457 0.11 -0.22 -0.14
C 0.03677 4.14493 -3.85956 -1.69 0.92 -0.09
F 0.60175 3.00241 -4.20466 0.74 -1.19 0.18
F 0.18378 4.96216 -4.93116 0.47 0.65 -0.78
C 0.82390 4.84517 -2.73931 0.21 -1.27 -0.15
F 2.00416 5.19673 -3.23935 1.43 0.00 -0.31
F 0.24612 5.96620 -2.38727 -1.45 1.18 0.27
C 1.07698 4.02624 -1.44669 1.04 0.71 0.07
F 0.09500 3.21473 -1.11259 -1.23 -0.82 -0.34
F 1.16928 4.90974 -0.45256 0.29 0.71 0.78
C 2.40373 3.22080 -1.42928 -0.84 -0.72 0.32
F 2.69898 2.72602 -2.59612 0.27 -0.42 -1.65
F 2.23060 2.20529 -0.60833 -0.34 -1.15 0.98
F 3.42370 3.87583 -0.97544 1.17 1.59 0.32
P -5.33156 2.14737 -4.20293 -0.93 0.96 0.10
O -6.34811 0.94852 -3.68185 0.32 0.01 -0.44
Br -5.31556 1.92954 -6.46483 0.25 -0.25 0.62
P -0.60829 -0.58859 -1.74372 1.07 -0.34 -0.04
O 0.18515 -1.79586 -1.67787 0.51 -1.93 -0.08
O -1.07020 -0.25249 -0.23184 0.05 1.51 -0.74
O 0.33156 0.56756 -2.35826 -0.92 0.80 0.41
H -1.22506 -5.54308 -2.32050 -0.29 -0.25 -0.13
H -0.50765 -4.20079 -3.16381 0.01 0.34 -0.09
H -1.63417 -3.94212 -1.81000 0.31 0.31 0.02
H -3.51287 -4.82310 -3.06032 -0.23 0.11 0.00
H -1.63944 -5.39076 -5.06409 0.12 -0.02 -0.01
H -2.64333 -3.45259 -5.44509 -0.05 0.03 -0.12
H -3.83108 -2.81147 -4.34641 -0.01 0.13 0.29
H -3.16961 -1.78418 -1.25100 -0.50 -0.12 0.22
H -3.44417 3.09136 -1.55778 0.07 0.14 -0.39
H -2.21132 1.92326 -1.29380 0.01 -0.11 0.22
H -5.11223 0.83522 -1.35876 -0.24 0.23 -0.09
H -3.78557 0.44359 -0.27744 -0.24 0.42 -0.70
H -3.37581 1.63730 1.49397 0.31 0.06 -0.23
H -1.48335 2.36957 -5.12397 0.25 -0.08 0.14
H -2.79786 3.46365 -5.22069 -0.22 -0.08 -0.05
H -1.65795 3.99305 -2.56555 -0.15 -0.32 0.03
H -1.84104 5.00664 -3.95398 -0.09 0.20 0.16
H -6.42668 0.21681 -4.30733 0.15 -0.16 0.16
H -0.86283 0.66804 0.00117 -0.04 -0.04 0.46
H 0.97983 0.12936 -2.93751 0.24 -0.10 0.11
C -0.10145 3.63270 -7.78016 0.30 0.19 0.12
C 1.18109 3.70771 -8.12794 -0.07 0.04 0.09
C 1.71060 2.94035 -9.28121 0.04 0.01 0.00
O 2.87817 3.00492 -9.59858 0.05 -0.01 0.00
C 0.75458 2.08957 -10.03007 -0.05 -0.06 -0.04
C -0.52545 2.01797 -9.67841 -0.01 -0.04 -0.04
C -1.04987 2.78888 -8.52222 -0.03 -0.21 -0.26
O -2.21496 2.72416 -8.20182 -0.25 -0.01 0.07
H -0.50625 4.18222 -6.94376 -0.03 0.03 0.00
H 1.89131 4.32454 -7.59184 0.02 -0.01 -0.01
H 1.15727 1.53678 -10.86924 0.04 0.02 0.00
H -1.23939 1.40224 -10.21058 -0.04 0.02 0.03
C -0.52743 2.90688 4.32396 -0.03 -0.07 0.01
C 0.03919 3.84299 5.08065 -0.06 0.04 0.00
C 1.27415 4.54360 4.64067 -0.04 0.01 -0.04
O 1.79389 5.39336 5.32906 0.04 -0.02 0.04
C 1.84778 4.16111 3.32457 0.02 0.00 -0.03
C 1.27613 3.22447 2.57375 0.18 0.15 0.01
C 0.05086 2.52975 3.01489 0.06 0.10 0.04
O -0.45242 1.67850 2.31041 -0.36 -0.28 -0.22
H -1.42618 2.38344 4.62559 -0.01 0.00 -0.02
H -0.36670 4.13325 6.04123 0.04 -0.02 0.02
H 2.74551 4.68327 3.01827 -0.01 0.02 0.03
H 1.67287 2.92716 1.61328 0.00 -0.04 0.00
C -5.11946 -2.06974 2.83109 -0.07 -0.01 0.03
C -4.69221 -2.60533 3.97095 -0.05 0.01 -0.04
C -3.26849 -2.51044 4.37953 0.01 -0.03 0.01
O -2.87721 -2.99834 5.41577 0.02 -0.01 0.04
C -2.34278 -1.79363 3.46698 0.00 0.04 -0.03
C -2.77142 -1.25871 2.32705 0.00 0.07 0.00
C -4.19307 -1.35508 1.92175 -0.23 -0.10 0.03
O -4.59793 -0.86517 0.88004 0.11 -0.61 0.65
H -6.15329 -2.12836 2.51523 0.01 0.03 -0.04
H -5.35379 -3.13034 4.64793 0.03 -0.01 0.03
H -1.30823 -1.73303 3.78019 0.00 -0.01 0.02
H -2.10838 -0.73554 1.65187 0.03 -0.04 0.00
C -9.84956 5.05191 -1.70405 0.05 0.00 0.01
C -8.52043 5.02309 -1.74884 -0.04 -0.02 0.08
C -7.78696 5.34104 -2.99879 0.00 -0.05 0.06
O -6.57735 5.31179 -3.03905 0.13 0.10 -0.02
C -8.59055 5.69227 -4.19560 -0.04 0.01 -0.06
C -9.91928 5.72092 -4.15008 0.05 0.01 -0.03
C -10.65401 5.40377 -2.89974 -0.02 -0.02 0.02
O -11.86504 5.43191 -2.85845 -0.04 0.01 -0.01
H -10.40342 4.82255 -0.80275 -0.04 0.01 -0.02
H -7.91552 4.76803 -0.88703 0.05 -0.03 -0.04
H -8.03629 5.92043 -5.09726 0.04 -0.02 0.02
H -10.52323 5.97408 -5.01212 -0.04 -0.01 0.03
C 0.14085 0.84660 9.50848 0.01 -0.02 0.02
C 1.07244 -0.03526 9.85969 -0.05 -0.01 0.06
C 2.40618 -0.04093 9.21195 -0.08 0.01 0.05
O 3.25457 -0.84769 9.53121 0.12 0.05 -0.05
C 2.66453 0.97223 8.15968 0.04 0.03 -0.05
C 1.73321 1.85360 7.80899 0.03 -0.01 -0.03
C 0.39715 1.86011 8.45712 -0.02 -0.01 0.03
O -0.45180 2.66515 8.13807 -0.03 0.02 -0.05
H -0.83904 0.86702 9.96766 -0.01 0.03 -0.02
H 0.90449 -0.78384 10.62386 0.03 -0.05 -0.05
H 3.64473 0.95094 7.70021 0.01 -0.03 0.02
H 1.90226 2.60091 7.04383 -0.02 0.03 0.03
C 0.94668 -5.93313 9.55999 -0.02 -0.07 0.00
C 1.81536 -6.80269 9.05126 -0.06 0.02 0.03
C 3.14506 -6.36365 8.55463 0.01 0.02 -0.01
O 3.93452 -7.15661 8.09078 0.01 -0.05 0.01
C 3.46571 -4.91767 8.64943 0.02 0.03 -0.02
C 2.59590 -4.04943 9.15877 0.02 0.01 -0.03
C 1.27018 -4.48814 9.65431 0.00 0.03 0.01
O 0.47842 -3.69457 10.12069 -0.01 0.02 0.01
H -0.02688 -6.23349 9.92633 -0.01 0.04 0.01
H 1.59834 -7.86059 8.97495 0.04 -0.01 -0.02
H 4.43819 -4.61196 8.28399 0.01 -0.09 -0.04
H 2.81195 -2.99174 9.23602 -0.01 -0.02 0.05
C 6.73762 -4.31503 10.78243 -0.02 -0.05 0.06
C 6.78568 -3.75562 11.98800 -0.01 -0.06 -0.04
C 6.91588 -2.28586 12.14999 -0.01 0.02 0.02
O 6.96153 -1.77584 13.24754 0.00 0.01 0.03
C 6.98864 -1.46581 10.91553 0.00 0.01 -0.07
C 6.94056 -2.02563 9.71057 0.02 0.06 0.03
C 6.81077 -3.49397 9.54934 0.03 0.02 -0.02
O 6.76418 -4.00508 8.45009 -0.03 0.03 -0.01
H 6.64316 -5.38482 10.64276 0.00 0.01 -0.05
H 6.73310 -4.33757 12.89925 0.00 0.04 0.03
H 7.08210 -0.39638 11.05400 -0.01 -0.01 0.05
H 6.99206 -1.44418 8.79911 -0.01 -0.04 -0.03
C 4.67784 0.36744 -3.81938 0.02 0.02 0.00
C 5.98967 0.52072 -3.96849 -0.03 0.02 0.02
C 6.86663 -0.63903 -4.26986 0.06 -0.05 -0.03
O 8.06317 -0.50291 -4.40415 0.01 0.02 0.00
C 6.22040 -1.96927 -4.39867 -0.11 0.06 -0.01
C 4.90542 -2.12205 -4.24963 -0.02 -0.18 0.07
C 4.03347 -0.96046 -3.94906 0.03 0.02 0.02
O 2.83219 -1.08553 -3.81574 -0.13 0.10 -0.01
H 4.01632 1.19135 -3.59988 -0.01 0.04 -0.01
H 6.47615 1.48378 -3.87824 0.04 -0.02 -0.01
H 6.87726 -2.80173 -4.61905 0.03 0.02 0.02
H 4.41689 -3.09018 -4.34203 0.06 0.36 0.10
C 4.46300 -6.32734 -6.75486 0.02 -0.06 -0.01
C 4.79932 -6.62013 -8.00783 0.00 -0.02 0.07
C 4.72743 -5.59894 -9.08296 0.00 -0.01 -0.03
O 5.03138 -5.86467 -10.22402 0.01 -0.01 -0.03
C 4.26739 -4.23878 -8.70493 -0.02 0.06 0.04
C 3.93124 -3.94709 -7.45176 0.01 0.04 -0.03
C 4.00383 -4.96872 -6.37918 -0.04 -0.02 -0.03
O 3.69898 -4.70094 -5.23494 -0.06 -0.29 -0.12
H 4.50775 -7.05763 -5.95697 -0.02 0.03 0.03
H 5.13739 -7.60551 -8.30172 0.00 0.01 -0.05
H 4.22216 -3.50767 -9.50197 0.02 -0.03 -0.03
H 3.59256 -2.96163 -7.15696 -0.02 -0.02 0.04

---

No. 2
27
Properties=species:S:1:pos:R:3:forces:R:3 method="wB97M-V/def2-TZVPD" total_charge=-1 max_force_ha_per_bohr=0.01372 orbital_gap_ev=6.7
O 1.16982 -4.83484 -0.54698 -0.02 -0.66 -0.03
C 1.14461 -3.68463 -0.18340 -0.03 0.39 0.05
C 2.36282 -3.00714 0.30284 0.29 0.13 0.22
C 2.46371 -1.68120 0.30298 -0.14 -0.48 0.01
C 1.34717 -0.85294 -0.21796 0.28 -0.10 0.09
O 1.57286 0.25021 -0.65615 -0.09 0.55 0.02
C 0.01050 -1.46346 -0.19010 -0.34 -0.19 0.04
C -1.15310 -0.68001 -0.18652 -0.10 0.01 -0.15
O -1.16586 0.65480 -0.19996 -0.01 -0.09 0.20
C -2.40841 -1.31581 -0.17824 0.31 -0.35 -0.04
C -2.49315 -2.69766 -0.18825 0.47 0.28 -0.02
C -1.33403 -3.48163 -0.19293 -0.08 0.17 -0.10
C -0.09214 -2.86721 -0.19289 -0.65 0.26 0.08
H 3.17016 -3.64234 0.63759 0.09 -0.11 -0.09
H 3.35681 -1.17821 0.63381 0.12 0.22 -0.08
H -0.27787 1.03772 -0.08564 0.08 0.14 -0.20
H -3.28636 -0.69016 -0.17526 -0.10 0.07 0.01
H -3.45519 -3.18750 -0.20235 -0.13 0.04 0.05
H -1.41264 -4.55748 -0.20227 0.14 -0.10 -0.02
C -0.45067 4.87609 -0.45522 0.02 0.01 0.00
F 0.19610 4.69999 -1.62063 -0.02 0.01 -0.02
F -0.94029 6.12850 -0.45847 -0.02 0.00 -0.02
F -1.50290 4.03831 -0.45614 -0.01 0.00 -0.02
S 0.65300 4.57802 0.99080 0.09 -0.15 0.28
O 1.70475 5.55259 0.80501 -0.03 -0.03 -0.08
O 1.04542 3.19224 0.79982 -0.10 -0.04 -0.10
O -0.22514 4.81374 2.11651 -0.04 0.02 -0.06

---

No. 3
8
Properties=species:S:1:pos:R:3:forces:R:3 method="wB97M-V/def2-TZVPD" max_force_ha_per_bohr=0.07063 smiles="O=PO.C=O" orbital_gap_ev=10.7 relative_energy_kj_mol=162.12
O -2.59505 1.15840 0.61769 -0.76 2.10 1.53
P -2.17816 0.21316 -0.36741 0.98 -2.42 -1.05
O -1.44510 -0.98197 0.48890 -0.63 -2.78 -1.36
H -1.46198 -1.93180 0.05610 0.20 2.97 1.00
C 1.84606 0.38372 -0.22729 3.45 -0.02 1.13
O 0.69812 0.37225 -0.53135 0.34 -0.10 -0.25
H 2.46991 1.25554 0.19476 -1.51 -0.11 -0.47
H 2.66621 -0.46931 -0.23140 -2.06 0.36 -0.54